Entry 1:
Formula: C6H13N2O
Source: the OMol25 dataset
Level of theory: wB97M-V/def2-TZVPD

The geometry in ORCA input format:
```
! wB97M-V def2-TZVPD RIJCOSX def2/J DEFGRID3
* xyz 1 1
C -1.60846 0.59809 1.37261
C -1.23037 0.63210 0.08514
N -2.03561 0.19742 -0.99314
C -3.02321 -0.80044 -0.51455
O -0.09482 1.26338 -0.41626
N 1.16626 0.63748 -0.25813
C 2.20954 1.61645 -0.19719
C 1.24603 -0.63334 -0.24121
C 2.38276 -1.48086 0.17070
H -0.92969 1.19943 2.04528
H -2.55772 0.21423 1.57306
H -1.54770 -0.07782 -1.82164
H -3.63719 -1.36796 -1.26360
H -2.54941 -1.44122 0.29448
H -3.70335 -0.10030 -0.00036
H 2.26919 2.07534 0.85680
H 3.18571 1.19703 -0.47363
H 2.05861 2.41150 -0.95868
H 0.25599 -1.07250 -0.25338
H 2.16917 -2.53547 0.31596
H 2.75066 -1.07291 1.14899
H 3.22358 -1.45962 -0.47125
*
```

Values from the calculation:
SMILES: C=C(NC)O/[N+](C)=C/C
Energy relative to the best compared isomer or geometry (same formula, charge and spin) (kJ/mol): 437.3
DFT total energy (a.u.): -420.78644
Kohn-Sham gap (eV): 8.021

***

Entry 2:
Formula: C6H13N2O2
Source: the OMol25 dataset
Level of theory: wB97M-V/def2-TZVPD

The geometry in ORCA input format:
```
! wB97M-V def2-TZVPD RIJCOSX def2/J DEFGRID3
* xyz 1 1
O -2.33067 2.65066 -2.22682
N -2.29167 1.65875 -1.51524
O -0.97730 1.34893 -1.27458
C -0.87141 -0.05340 -1.70461
N -0.14868 -0.95550 -0.68260
C 1.34153 -0.65993 -0.60076
C 1.73927 0.59675 0.37226
C 1.13169 0.24671 1.88457
C -0.51064 0.19274 1.69191
C -0.85155 -1.02924 0.65542
H -1.97000 -0.50572 -1.77821
H -0.41691 -0.12131 -2.78052
H -0.22027 -1.93090 -1.10394
H 1.91276 -1.65811 -0.37258
H 1.66886 -0.34630 -1.70488
H 2.92444 0.55660 0.51107
H 1.42449 1.65344 -0.02114
H 1.44990 -0.86875 2.16610
H 1.47128 1.02674 2.70055
H -0.84696 1.26011 1.33067
H -1.00563 0.05069 2.76753
H -2.02991 -1.04757 0.49796
H -0.59265 -2.06539 1.18785
*
```

Values from the calculation:
SMILES: O=NOC[NH+]1CCCCC1
Energy relative to the best compared isomer or geometry (same formula, charge and spin) (kJ/mol): 677.0
DFT total energy (a.u.): -495.94794
Kohn-Sham gap (eV): 10.592

***

Entry 3:
Formula: C6H13N2O4S
Source: the OMol25 dataset
Level of theory: wB97M-V/def2-TZVPD

The geometry in ORCA input format:
```
! wB97M-V def2-TZVPD RIJCOSX def2/J DEFGRID3
* xyz -1 1
C -4.47154 -1.16128 -0.32882
C 0.41956 2.43456 0.03111
C 0.25888 -2.09975 0.54728
C -0.44504 -0.03496 -1.67465
C 0.60514 0.93993 0.28343
C -0.83355 -1.02360 0.50206
N -4.01696 -0.06045 0.61446
N -0.50089 0.17206 -0.24840
O -5.64943 -1.42765 -0.18123
O -3.57739 -1.61594 -1.02479
O -3.45835 1.63678 -1.27423
O -2.96660 2.17938 1.06605
S -3.40013 1.19410 0.09688
H 0.52040 2.67356 -1.02518
H -0.57252 2.73014 0.36047
H 1.16487 3.00118 0.58723
H 1.15838 -1.72998 1.04279
H -0.10999 -2.96544 1.09206
H 0.51936 -2.41418 -0.46348
H -1.29815 -0.64280 -1.96636
H -0.51548 0.92307 -2.18687
H 0.48580 -0.53496 -2.00106
H 0.63446 0.77830 1.36596
H 1.57464 0.60995 -0.13676
H -1.08436 -0.71515 1.52292
H -1.73393 -1.44782 0.05050
*
```

Values from the calculation:
Energy relative to the best compared isomer or geometry (same formula, charge and spin) (kJ/mol): 0.0
DFT total energy (a.u.): -1045.11064
Kohn-Sham gap (eV): 8.520

***

Entry 4:
Formula: C6H13N2O5PS2
Source: the OMol25 dataset
Level of theory: wB97M-V/def2-TZVPD

The geometry in ORCA input format:
```
! wB97M-V def2-TZVPD RIJCOSX def2/J DEFGRID3
* xyz 0 1
N -0.60741 -0.48869 -3.69306
P 0.59346 -0.22919 -2.49038
O 1.61738 -1.45015 -2.87335
C -0.26265 -0.87213 -0.91269
C -0.76732 -2.32151 -1.09284
S 0.26834 -3.56448 -0.32501
O -0.37138 -3.98698 0.88740
O 1.63084 -3.12427 -0.29380
C 0.56133 -0.54976 0.35451
N -0.04230 0.52292 1.11538
C -1.11400 1.04310 0.65807
S -1.67575 0.33092 -0.79676
H -1.54306 -0.54266 -3.30150
H -0.44437 -1.38689 -4.14811
H 2.49843 -1.09541 -2.74057
H -0.82013 -2.57133 -2.15617
H -1.76789 -2.45952 -0.68346
H 0.17994 -4.58687 -1.21048
H 1.52169 -0.14642 0.00005
H 0.88624 -1.35232 1.00602
H 0.42325 0.85724 1.97180
H -1.64574 1.86793 1.11336
C 0.04091 4.07199 3.35975
C 0.22925 3.29654 2.05267
O -0.57911 3.50258 1.12132
O 1.17972 2.46258 2.02210
H -0.80783 4.74979 3.29404
H -0.12207 3.37520 4.18361
H 0.94026 4.64779 3.57811
*
```

Values from the calculation:
DFT total energy (a.u.): -1859.81777
Kohn-Sham gap (eV): 8.313

***

Entry 5:
Formula: C6H13N2OS
Source: the OMol25 dataset
Level of theory: wB97M-V/def2-TZVPD

The geometry in ORCA input format:
```
! wB97M-V def2-TZVPD RIJCOSX def2/J DEFGRID3
* xyz 1 1
C 3.07561 0.36091 0.71601
C -2.93922 -0.42036 -0.21337
C 1.85415 0.15009 0.15713
C 1.36758 -1.25755 -0.02821
C 0.05883 1.78144 0.61774
C 0.93199 1.16476 -0.44317
N -1.97080 -0.38181 -1.09604
N 0.20558 -1.49549 -0.57976
O 2.14051 -2.17600 0.40085
S -4.59213 -0.03868 -0.55526
H 3.62897 1.29710 0.90780
H 3.58365 -0.45252 1.18428
H -2.51194 -0.56166 0.77610
H -0.58005 2.68330 0.27742
H 0.66148 2.27244 1.30644
H -0.48695 1.12069 1.27609
H 1.58613 1.91982 -0.70004
H 0.40957 0.73910 -1.29929
H -2.25808 -0.19293 -2.07863
H -0.87841 -0.91944 -0.85545
H 0.00654 -2.45831 -0.59244
H 1.87968 -3.06452 0.17230
H -5.17269 -0.07036 0.64949
*
```

Values from the calculation:
Energy relative to the best compared isomer or geometry (same formula, charge and spin) (kJ/mol): 147.8
DFT total energy (a.u.): -819.06599
Kohn-Sham gap (eV): 9.995

***

Entry 6:
Formula: C6H13N2OS
Source: the OMol25 dataset
Level of theory: wB97M-V/def2-TZVPD

The geometry in ORCA input format:
```
! wB97M-V def2-TZVPD RIJCOSX def2/J DEFGRID3
* xyz 1 1
C -2.92757 0.72617 1.07321
C 3.01327 -0.35988 -0.23471
C -1.76977 0.17264 0.58191
C -1.45497 -1.24373 -0.01009
C -0.42184 1.65917 -0.91906
C -0.56799 1.09342 0.49709
N 2.14733 -0.90110 0.51390
N -0.25850 -1.70980 -0.13999
O -2.51794 -1.90075 -0.36613
S 4.65836 -0.00494 0.19765
H -2.92242 1.75029 1.38679
H -3.84695 0.17118 1.15970
H 2.72297 -0.07976 -1.23871
H 0.50015 2.22659 -1.00502
H -1.25198 2.32111 -1.14686
H -0.40377 0.86315 -1.65887
H -0.70255 1.92106 1.19231
H 0.35052 0.58057 0.77877
H 2.47252 -1.15703 1.44267
H 0.68787 -1.25278 0.15649
H -0.14871 -2.63690 -0.53855
H -2.36582 -2.77939 -0.75510
H 5.00779 0.54070 -0.96742
*
```

Values from the calculation:
Energy relative to the best compared isomer or geometry (same formula, charge and spin) (kJ/mol): 82.4
DFT total energy (a.u.): -819.09092
Kohn-Sham gap (eV): 9.699

***

Entry 7:
Formula: C6H13N3O
Source: the OMol25 dataset
Level of theory: wB97M-V/def2-TZVPD

The geometry in ORCA input format:
```
! wB97M-V def2-TZVPD RIJCOSX def2/J DEFGRID3
* xyz 0 1
C 3.33258 0.25271 0.85306
C 0.09452 -0.81812 -0.21528
C -0.94920 0.08976 0.08147
C -3.25570 -0.61404 0.15748
C -0.05384 2.26415 -0.74506
C -1.97673 -0.39075 1.00945
N 2.21360 0.64406 0.75133
N 2.07274 -1.58299 -1.08284
N 1.21324 -0.56138 -0.92869
O -0.99883 1.41612 -0.11652
H 4.03999 0.75037 1.56339
H 3.86705 -0.65630 0.37943
H -0.15694 -1.85112 -0.06220
H -3.12027 -1.13390 -0.86263
H -3.69168 0.35615 -0.04281
H -3.99806 -1.19271 0.73524
H -0.00992 2.34266 -1.85737
H 0.86448 2.00912 -0.31853
H -0.59330 3.19262 -0.30944
H -1.67062 -1.21811 1.55034
H -2.25474 0.40101 1.58665
H 2.95285 -1.32557 -1.63106
H 2.07880 -2.37374 -0.49541
*
```

Values from the calculation:
Energy relative to the best compared isomer or geometry (same formula, charge and spin) (kJ/mol): 707.7
DFT total energy (a.u.): -475.69724
Kohn-Sham gap (spin up / spin down) (eV): 8.386 / 6.705

***

Entry 8:
Formula: C6H13N4
Source: the OMol25 dataset
Level of theory: wB97M-V/def2-TZVPD

The geometry in ORCA input format:
```
! wB97M-V def2-TZVPD RIJCOSX def2/J DEFGRID3
* xyz 1 1
N 2.92228 -1.06393 -0.02621
C 1.99528 -0.09463 -0.03490
N 1.97303 0.97319 0.62537
N 0.69826 1.61575 0.48897
C 0.03460 1.08363 -0.64935
C -1.52724 1.09367 -0.45651
C -1.97736 0.29193 0.68031
C -1.59042 -1.09316 0.31945
N -0.08458 -1.12752 0.33221
C 0.51476 -0.35592 -0.74365
H 2.93052 -1.51695 -0.89085
H 3.83836 -0.62844 0.27233
H 0.93998 2.56244 0.46277
H 0.26480 1.60173 -1.57984
H -1.99636 0.77325 -1.31319
H -1.65821 2.13156 -0.35314
H -1.59549 0.60701 1.68817
H -3.02484 0.25608 0.73377
H -1.92798 -1.89272 1.13192
H -1.82388 -1.44966 -0.57882
H 0.23201 -0.77236 1.29278
H 0.40757 -2.13414 0.22052
H 0.45493 -0.86079 -1.62208
*
```

Values from the calculation:
SMILES: NC1=NN[C@@H]2CCC[NH2+][C@H]12
Energy relative to the best compared isomer or geometry (same formula, charge and spin) (kJ/mol): 205.7
DFT total energy (a.u.): -455.13214
Kohn-Sham gap (eV): 9.192

***

Entry 9:
Formula: C6H13N4
Source: the OMol25 dataset
Level of theory: wB97M-V/def2-TZVPD

The geometry in ORCA input format:
```
! wB97M-V def2-TZVPD RIJCOSX def2/J DEFGRID3
* xyz 1 1
C 3.87694 -0.57040 -0.41069
C -1.79506 -0.72344 1.12065
C -2.13021 1.12703 -0.66049
C -3.71064 -0.72174 -0.46106
C 3.69498 1.63871 0.34426
C -2.54924 -0.17176 -0.02954
N 3.24057 -1.79641 -0.54312
N 1.02787 -1.79545 0.04733
N 2.09845 -1.81849 -0.27877
N 3.22690 0.32214 0.19174
H 4.82354 -0.69481 -0.98758
H -2.41864 -1.34220 1.67085
H -1.51306 0.18348 1.59105
H -0.87611 -1.09392 0.71384
H -2.18834 1.25833 -1.70795
H -2.82600 1.80059 -0.16632
H -1.14077 1.45532 -0.15867
H -3.58360 -1.63484 -1.05762
H -4.56094 -0.08198 -0.99774
H -4.22130 -1.23357 0.36534
H 4.28165 1.84762 -0.48759
H 2.87354 2.27726 0.55522
H 4.36949 1.76855 1.34685
*
```

Values from the calculation:
Energy relative to the best compared isomer or geometry (same formula, charge and spin) (kJ/mol): 547.2
DFT total energy (a.u.): -455.00206
Kohn-Sham gap (eV): 6.395

***

Entry 10:
Formula: C6H13N4O
Source: the OMol25 dataset
Level of theory: wB97M-V/def2-TZVPD

The geometry in ORCA input format:
```
! wB97M-V def2-TZVPD RIJCOSX def2/J DEFGRID3
* xyz 1 1
C 2.54025 -0.39266 -2.09280
N 1.83046 -0.53338 -0.84704
N 0.82801 0.20203 -0.39466
C 0.53886 1.42161 -0.66466
C -0.51985 2.12665 -0.16183
C -1.67769 1.53017 0.29219
N -2.91300 2.08161 0.38396
N -1.69181 0.17509 0.50711
C -0.77184 -0.56405 1.02250
O -0.78624 -1.91376 0.86533
C 0.06922 -2.57666 1.69831
H 3.01495 0.60940 -2.14085
H 3.37856 -1.24614 -2.14757
H 1.92835 -0.45610 -3.00615
H 2.00550 -1.28680 -0.21987
H 1.12497 2.02625 -1.35926
H -0.58421 3.24248 -0.23192
H -3.01794 3.07089 0.15009
H -3.65017 1.49127 0.84179
H -2.55272 -0.38031 0.23759
H -0.11298 -0.14031 1.73806
H 0.59755 -3.44226 1.12035
H -0.53687 -3.04163 2.48787
H 0.95863 -2.00338 1.92145
*
```

Values from the calculation:
SMILES: CN/N=C/C=C(N)\[NH+]=C\OC
Energy relative to the best compared isomer or geometry (same formula, charge and spin) (kJ/mol): 342.3
DFT total energy (a.u.): -530.33220
Kohn-Sham gap (spin up / spin down) (eV): 7.520 / 7.519